Entry 1:
The following is a quantum chemistry calculation of C8H17ClINO4PPm as an isolated structure, from OMol25.

```
! RIJCOSX wB97M-V def2-TZVPD def2/J DEFGRID3
* xyz 2 5
C -3.96281 2.93699 -6.12889
C -3.70788 1.85638 -5.09786
H -4.80401 2.63639 -6.77474
H -3.05905 3.08344 -6.72826
H -4.19608 3.87549 -5.61662
O -4.28949 0.83380 -4.95787
I -2.03286 2.38731 -3.77722
Pm -0.10953 0.28239 0.08612
P 1.60493 -0.99138 -1.60655
C 1.79037 -2.73511 -1.46020
C 1.07950 -0.59622 -3.27154
H 3.13109 0.87567 -1.44916
H 3.85447 -0.61494 -2.15326
H 3.60997 -0.46720 -0.37793
C 3.20649 -0.21738 -1.36818
H 0.94264 0.48626 -3.39664
H 1.86565 -0.96607 -3.93360
H 2.51732 -3.02681 -2.21820
H 0.83195 -3.23832 -1.63163
H 0.12574 -1.09265 -3.49661
H 2.14850 -3.00334 -0.45959
C -0.42729 -1.76443 0.81106
O -0.66416 -2.80512 1.32885
Cl 0.53630 2.27169 -1.06547
N 1.61351 -0.18213 5.09708
C 1.96803 0.80489 4.02049
C 1.03773 0.61253 2.83477
O -0.22994 0.71666 3.03219
O 1.57432 0.33314 1.70907
H 0.64551 -0.04192 5.41569
H 2.24254 -0.06321 5.89894
H 1.72281 -1.14488 4.74770
H 1.84286 1.79571 4.44422
H 3.00508 0.64100 3.74565
*
```

Calculated values
Gap between HOMO and LUMO (spin up / spin down): 5.448 / 5.616 eV

List of Löwdin charges in e, atom by atom: C -0.10; C -0.82; H 0.10; H 0.08; H 0.08; O 0.04; I 0.73; Pm 1.19; P 0.63; C -0.26; C -0.25; H 0.05; H 0.07; H 0.06; C -0.24; H 0.02; H 0.07; H 0.07; H 0.07; H 0.07; H 0.06; C -0.10; O 0.19; Cl -0.03; N 0.22; C -0.03; C -0.61; O -0.03; O -0.18; H 0.18; H 0.19; H 0.19; H 0.16; H 0.15

***

Entry 2:
The following is a quantum chemistry calculation of an isolated ion of composition C3H7N2 and charge +1, from OMol25.

```
! RIJCOSX wB97M-V def2-TZVPD def2/J DEFGRID3
* xyz 1 1
C -1.12814 1.56200 0.15079
C -0.62166 0.01014 -0.28660
C 0.80268 -1.68758 0.37619
N 0.63775 -0.50273 -0.21383
N -0.53880 2.65149 -0.10824
H -1.39065 -0.76206 0.27511
H -1.09153 0.29441 -1.35942
H 0.00962 -2.13626 0.91140
H 0.90896 -2.54880 -0.37374
H 1.83049 -1.72784 0.66995
H -1.16686 3.38954 0.12676
H 0.39958 2.63413 -0.48911
*
```

Calculated values
Gap between HOMO and LUMO (spin up / spin down): 8.901 / 6.841 eV
Energy relative to the best compared isomer or geometry (same formula, charge and spin): 139.8 kcal/mol

List of Löwdin charges in e, atom by atom: C 0.15; C -0.22; C -0.14; N 0.00; N 0.19; H 0.16; H 0.19; H 0.09; H 0.17; H 0.10; H 0.14; H 0.16

***

Entry 3:
The following is a quantum chemistry calculation of an isolated molecule of C5H9Br, from OMol25.

```
! RIJCOSX wB97M-V def2-TZVPD def2/J DEFGRID3
* xyz 0 1
C 0.16243 -1.49878 -1.28133
C -0.22401 -0.33355 -0.38730
C -1.66559 -0.06015 -0.19656
C 0.79747 0.28802 0.49928
C 0.86995 1.52946 1.36530
Br 2.69319 -0.22692 0.10301
H 0.81138 -1.10119 -1.97461
H 0.70886 -2.34942 -0.75196
H -0.83505 -1.65270 -1.78936
H -1.80881 1.01895 -0.32871
H -2.23658 -0.70680 -0.80350
H -1.80876 -0.24762 0.86817
H 1.38354 1.30920 2.31799
H 1.28947 2.32294 0.81495
H -0.13748 1.70856 1.54464
*
```

Calculated values
Gap between HOMO and LUMO: 9.168 eV
SMILES: CC(C)=C(C)Br
Energy relative to the best compared isomer or geometry (same formula, charge and spin): 16.8 kcal/mol

List of Löwdin charges in e, atom by atom: C -0.11; C -0.35; C -0.08; C -0.54; C -0.16; Br 0.61; H 0.02; H 0.10; H 0.09; H 0.09; H 0.06; H 0.09; H 0.08; H 0.06; H 0.04

***

Entry 4:
The following is a quantum chemistry calculation of a 2-piece molecular cluster, C2H5IO2 overall, from OMol25.

```
! RIJCOSX wB97M-V def2-TZVPD def2/J DEFGRID3
* xyz 0 1
C -1.12342 1.29205 -0.66270
O 0.14909 1.54407 -0.00888
C 0.80617 0.36807 0.15510
O 0.32242 -0.70745 -0.03653
H -1.45286 0.24197 -0.70362
H -1.20166 1.53419 -1.80276
H -1.89043 1.97967 -0.08941
H 1.87139 0.51045 0.65185
I 1.94211 -3.73071 1.38980
H 0.57720 -3.03231 1.10715
*
```

Calculated values
Gap between HOMO and LUMO: 10.620 eV
SMILES: COC=O.I
Energy relative to the best compared isomer or geometry (same formula, charge and spin): 24.3 kcal/mol

List of Löwdin charges in e, atom by atom: C -0.09; O -0.07; C -0.36; O 0.01; H 0.07; H 0.11; H 0.12; H 0.18; I 0.42; H -0.40

***

Entry 5:
The following is a quantum chemistry calculation of C24H67N2O13Sr as an isolated structure, from OMol25.

```
! RIJCOSX wB97M-V def2-TZVPD def2/J DEFGRID3
* xyz 1 1
Sr -3.10578 -0.34632 8.84596
C -2.21855 0.16977 2.79724
C -2.53351 0.01043 4.29740
O -2.44030 -1.13619 4.84161
O -2.91442 0.99633 4.99801
H -1.13863 0.14047 2.65225
H -2.59647 1.13988 2.47450
H -2.72160 -0.51256 2.11206
C -2.97119 5.90278 3.72593
O -2.23356 5.09630 4.61836
H -2.65644 5.47475 2.77418
H -4.04350 5.79173 3.88696
H -2.75299 6.96308 3.85340
H -2.53666 4.19050 4.71461
C 2.32731 1.85629 4.83763
O 2.48436 0.49061 5.06104
H 1.42774 2.17270 4.30965
H 2.11998 2.19580 5.85244
H 3.24223 2.31739 4.46559
H 3.24041 0.38505 5.64314
C -3.04391 1.69978 -2.91304
O -2.61347 2.96956 -3.58696
H -4.04399 1.44986 -3.26728
H -2.37239 0.86361 -3.10790
H -3.19622 1.81321 -1.83972
H -2.56987 2.84604 -4.53798
C -8.05098 -1.44773 -0.67692
O -6.95700 -0.75973 -1.16054
H -8.73680 -0.71351 -0.25422
H -8.44046 -1.91784 -1.57991
H -7.78958 -2.26486 -0.00457
H -6.16374 -1.20881 -0.85941
O -6.29900 -4.36846 5.09869
H -5.65190 -4.02672 4.48167
H -7.11580 -4.39392 4.60028
O -6.80345 3.24985 5.71266
H -7.31024 3.14479 6.51787
H -5.89052 3.19078 5.99426
O 0.59937 -3.53512 3.60874
H -0.21703 -3.25774 4.02442
H 1.25115 -2.90486 3.91564
O 0.30789 -0.73115 8.06441
H 0.81022 -0.39282 7.32318
H 0.64438 -1.61727 8.19790
O -1.63037 3.15981 8.88119
H -1.40742 3.76704 8.17565
H -1.51053 3.66894 9.68285
C 3.51286 2.31280 -2.99485
C 4.15517 3.30599 -2.04380
C 5.56879 2.77683 -1.61414
C 6.78126 3.10182 -2.48670
C 6.80613 4.59987 -2.75029
C 5.50270 5.01688 -3.47993
N 4.24787 4.63434 -2.71809
O 3.03056 5.10147 -3.18352
C 5.48207 6.56075 -3.59939
C 5.52455 4.48173 -4.86642
C 3.23800 3.39573 -0.80281
H 3.26021 1.37286 -2.50416
H 4.17617 2.08634 -3.82962
H 2.56326 2.56119 -3.46884
H 5.72850 3.03892 -0.56824
H 5.59704 1.69241 -1.50775
H 6.80958 2.60676 -3.45738
H 7.67001 2.66536 -2.03094
H 7.76425 4.79812 -3.23071
H 6.79167 5.06291 -1.76364
H 4.49796 6.90646 -3.91581
H 5.62087 6.96433 -2.59642
H 6.33893 6.97076 -4.13397
H 5.40164 3.40956 -5.01957
H 4.77901 4.99493 -5.47378
H 6.48147 4.78799 -5.28903
H 3.39876 4.27004 -0.17206
H 3.31319 2.47982 -0.21668
H 2.16342 3.49821 -0.95405
H 2.74488 4.58231 -3.93881
C 1.95553 -5.30243 -2.21323
C 0.46384 -5.27386 -2.78375
C 0.24043 -6.77296 -3.26118
C -1.22313 -6.91489 -3.61479
C -2.17333 -6.68395 -2.40597
C -1.89841 -5.30280 -1.76246
N -0.43273 -5.06754 -1.61311
O -0.26204 -3.84615 -0.92721
C -2.49941 -4.21056 -2.63906
C -2.61945 -5.35190 -0.40930
C 0.48877 -4.24048 -3.90193
H 2.19479 -4.26988 -1.95888
H 2.69783 -5.65876 -2.92746
H 1.99654 -5.97900 -1.35961
H 0.80896 -6.93512 -4.17691
H 0.50756 -7.42406 -2.42883
H -1.41084 -7.93937 -3.93621
H -1.52371 -6.33319 -4.48621
H -1.91526 -7.54681 -1.79199
H -3.23941 -6.76459 -2.61829
H -2.14023 -3.19640 -2.46422
H -2.28503 -4.39099 -3.69243
H -3.58477 -4.12046 -2.59474
H -1.94987 -5.03577 0.39058
H -3.54986 -4.78634 -0.46015
H -2.91482 -6.36291 -0.12869
H 0.54746 -3.24912 -3.45265
H -0.35559 -4.33464 -4.58479
H 1.44020 -4.27125 -4.43291
H -0.09140 -4.05241 -0.00529
*
```

Calculated values
Gap between HOMO and LUMO: 2.191 eV

Löwdin population analysis, charges in e, atoms 1 to 99: Sr 1.76; C -0.01; C -0.74; O -0.13; O -0.13; H 0.07; H 0.07; H 0.07; C -0.15; O -0.15; H 0.08; H 0.07; H 0.08; H 0.06; C -0.17; O -0.13; H 0.09; H 0.07; H 0.09; H 0.08; C -0.11; O -0.14; H 0.07; H 0.07; H 0.07; H 0.06; C -0.19; O -0.12; H 0.08; H 0.08; H 0.08; H 0.07; O -0.06; H 0.03; H 0.03; O -0.04; H 0.02; H 0.02; O -0.05; H 0.02; H 0.02; O -0.07; H 0.04; H 0.05; O -0.07; H 0.05; H 0.04; C -0.05; C -0.47; C -0.12; C -0.19; C -0.14; C -0.50; N -0.11; O 0.00; C -0.04; C -0.06; C -0.05; H 0.09; H 0.07; H 0.08; H 0.11; H 0.11; H 0.10; H 0.11; H 0.12; H 0.12; H 0.08; H 0.08; H 0.09; H 0.07; H 0.09; H 0.09; H 0.08; H 0.08; H 0.08; H 0.09; C -0.04; C -0.47; C -0.12; C -0.20; C -0.13; C -0.49; N -0.10; O -0.03; C -0.04; C -0.02; C -0.04; H 0.07; H 0.08; H 0.08; H 0.12; H 0.12; H 0.10; H 0.10; H 0.11; H 0.12; H 0.08; H 0.06

***

Calculated DFT total energy in order - -2377.816365; -227.531572; -2769.854056; -527.340426; -2072.407462 Ha